The molecule C2H3ClNOP in a non-equilibrium geometry. Source: the OMol25 dataset; level of theory: ωB97M-V/def2-TZVPD.

```
9
Properties=species:S:1:pos:R:3:forces:R:3
C -1.01103 0.06672 0.76262 0.8 1.8 -1.5
P 0.16153 -0.18936 -0.76718 -0.6 -0.8 5.3
O -0.28309 0.23736 -2.04132 -1.0 1.4 -2.8
Cl 0.48539 -2.11783 -0.64040 0.6 -1.3 -0.1
C 1.74275 0.52367 -0.24196 -1.2 -0.6 -0.5
N 2.77578 0.94621 -0.00406 0.8 0.4 0.3
H -0.77085 -0.37627 1.78427 0.5 1.1 -1.5
H -1.09295 1.22674 0.60222 0.0 -1.9 1.3
H -2.00753 -0.31725 0.54583 0.1 -0.1 -0.6
```
Forces are in eV/Å.

HOMO-LUMO gap: 12.247 eV
Energy above the lowest of the compared OMol25 structures with the same formula, charge and spin: 10.1 kcal/mol
M: 123.48 g/mol
LUMO: 0.575 eV

=====

The molecule C2H3ClO2S in a non-equilibrium geometry. Source: the OMol25 dataset; level of theory: ωB97M-V/def2-TZVPD.

```
9
Properties=species:S:1:pos:R:3:forces:R:3
O 1.45129 -1.63192 0.30560 -1.3 0.6 -0.8
S 0.14203 -1.12970 -0.10383 0.7 0.8 1.6
O -0.89354 -2.01297 -0.57748 0.4 0.8 0.1
C -0.30286 0.33387 0.90925 1.8 0.3 -1.2
C 0.19236 0.58930 -0.61688 1.0 0.6 0.0
Cl -0.95304 1.39277 -1.64527 -0.4 -0.3 -0.3
H 0.56512 0.73590 1.58457 -2.3 -1.1 -0.7
H -1.38497 0.61128 0.98440 1.2 -0.4 0.4
H 1.18361 1.11147 -0.84036 -1.2 -1.3 0.9
```
Forces are in eV/Å.

HOMO-LUMO gap: 10.947 eV
Energy above the lowest of the compared OMol25 structures with the same formula, charge and spin: 53.8 kcal/mol
M: 126.56 g/mol
LUMO: 0.488 eV

=====

A cluster of 2 separate species, C2H3ClS in total in a non-equilibrium geometry. Source: the OMol25 dataset; level of theory: ωB97M-V/def2-TZVPD.

```
7
Properties=species:S:1:pos:R:3:forces:R:3
C -1.51753 -1.57041 1.03164 -0.4 0.0 -0.4
C 0.64464 0.53036 -0.22661 2.4 -3.4 0.3
S -2.39715 -1.26720 -0.18517 0.2 -0.2 0.4
Cl 2.16941 1.27348 0.34684 0.1 -0.2 -0.4
H 0.09056 1.25924 -0.64469 -2.0 2.4 -1.3
H 0.22163 0.09936 0.65546 -0.5 0.0 0.3
H 0.78844 -0.32484 -0.97748 0.2 1.4 1.1
```
Forces are in eV/Å.

HOMO-LUMO gap: 10.242 eV
Energy above the lowest of the compared OMol25 structures with the same formula, charge and spin: 42.8 kcal/mol
M: 94.57 g/mol
LUMO: -0.428 eV

=====

The molecule C2H3ClS in a non-equilibrium geometry. Source: the OMol25 dataset; level of theory: ωB97M-V/def2-TZVPD.

```
7
Properties=species:S:1:pos:R:3:forces:R:3
S 2.09736 -0.09779 -0.18323 -0.3 -0.1 0.1
C 0.65850 -0.17231 0.51953 -1.2 1.4 0.5
C -0.51552 0.80366 0.10435 0.2 -1.2 1.8
Cl -1.98914 -0.24851 -0.13272 0.6 0.4 -0.4
H 0.43613 -0.85113 1.35962 0.0 0.2 -0.5
H -0.13511 1.28811 -0.76388 -0.5 0.3 -1.0
H -0.90137 1.56427 0.84882 1.1 -1.0 -0.6
```
Forces are in eV/Å.

HOMO-LUMO gap: 8.566 eV
Energy above the lowest of the compared OMol25 structures with the same formula, charge and spin: 7.4 kcal/mol
M: 94.57 g/mol
LUMO: -0.677 eV

=====

- The lowest LUMO belongs to which entry?
  number 4

=====

Please write out number 1 again, unchanged.
The molecule C2H3ClNOP in a non-equilibrium geometry. Source: the OMol25 dataset; level of theory: ωB97M-V/def2-TZVPD.

```
9
Properties=species:S:1:pos:R:3:forces:R:3
C -1.01103 0.06672 0.76262 0.8 1.8 -1.5
P 0.16153 -0.18936 -0.76718 -0.6 -0.8 5.3
O -0.28309 0.23736 -2.04132 -1.0 1.4 -2.8
Cl 0.48539 -2.11783 -0.64040 0.6 -1.3 -0.1
C 1.74275 0.52367 -0.24196 -1.2 -0.6 -0.5
N 2.77578 0.94621 -0.00406 0.8 0.4 0.3
H -0.77085 -0.37627 1.78427 0.5 1.1 -1.5
H -1.09295 1.22674 0.60222 0.0 -1.9 1.3
H -2.00753 -0.31725 0.54583 0.1 -0.1 -0.6
```
Forces are in eV/Å.

HOMO-LUMO gap: 12.247 eV
Energy above the lowest of the compared OMol25 structures with the same formula, charge and spin: 10.1 kcal/mol
M: 123.48 g/mol
LUMO: 0.575 eV